No. 1
DFT (wB97M-V/def2-TZVPD) results for C20H12Cl8GdN3O2 as an isolated structure at a distorted geometry.

Output
Largest force on an atom   0.034 hartree/bohr
LUMO (alpha / beta)   -0.79 / 0.02 eV
HOMO level (alpha / beta)   -8.13 / -8.12 eV
Energy above the lowest of the compared OMol25 structures with the same formula, charge and spin   0.000 eV
⟨S²⟩   15.880
Gap between HOMO and LUMO (alpha / beta)   7.334 / 8.142 eV
2S+1   8
E   -5531.2934 Eh

CARTESIAN COORDINATES (ANGSTROEM)
1 Gd 0.09 0.19 -0.38
2 C 2.88 -3.07 0.45
3 C 1.98 -1.93 0.87
4 O 1.79 -1.01 -0.04
5 C 1.46 -1.88 2.13
6 C 0.66 -0.81 2.68
7 C 0.68 -0.56 4.15
8 N -0.02 -0.05 1.88
9 N -0.68 1.08 2.42
10 C -0.69 2.09 1.61
11 O -0.11 2.15 0.41
12 C -1.47 3.30 2.01
13 C -2.04 3.43 3.28
14 C -2.77 4.57 3.58
15 C -2.94 5.58 2.64
16 C -2.37 5.45 1.38
17 C -1.63 4.31 1.08
18 H 2.93 -3.11 -0.63
19 H 2.52 -4.02 0.84
20 H 3.89 -2.90 0.84
21 H 1.77 -2.66 2.82
22 H 1.16 -1.38 4.67
23 H -0.33 -0.41 4.53
24 H 1.23 0.36 4.36
25 H -1.91 2.64 4.00
26 H -3.21 4.68 4.57
27 H -3.51 6.47 2.89
28 H -2.49 6.23 0.64
29 H -1.16 4.20 0.11
30 Cl -0.63 -2.70 -1.92
31 C -0.46 -1.47 -3.18
32 C -0.24 -0.19 -2.76
33 C -0.13 0.77 -3.72
34 Cl 0.15 2.43 -3.17
35 C -0.22 0.51 -5.08
36 Cl -0.08 1.78 -6.24
37 C -0.43 -0.82 -5.48
38 Cl -0.55 -1.19 -7.16
39 C -0.55 -1.83 -4.52
40 Cl -0.81 -3.47 -4.99
41 Cl -4.59 1.62 -3.54
42 C -4.09 2.41 -2.05
43 Cl -5.47 2.65 -0.99
44 Cl -3.30 3.93 -2.38
45 C -3.13 1.50 -1.35
46 N -2.40 0.78 -0.85

***

No. 2
DFT (wB97M-V/def2-TZVPD) results for C20H12Cl9IN2O3STc as an isolated structure at a distorted geometry.

Output
Largest force on an atom   0.023 hartree/bohr
LUMO (alpha / beta)   -0.67 / -1.65 eV
HOMO level (alpha / beta)   -8.68 / -8.82 eV
Energy above the lowest of the compared OMol25 structures with the same formula, charge and spin   0.239 eV
⟨S²⟩   3.787
Gap between HOMO and LUMO (alpha / beta)   8.010 / 7.167 eV
2S+1   4
E   -6023.0515 Eh

CARTESIAN COORDINATES (ANGSTROEM)
1 Tc 0.79 0.10 -0.98
2 Cl 2.45 3.34 5.86
3 C 2.02 2.80 4.28
4 C 2.82 1.89 3.61
5 Cl 4.25 1.31 4.36
6 C 2.46 1.44 2.33
7 Cl 3.49 0.30 1.55
8 C 1.31 1.90 1.68
9 O 0.88 1.55 0.45
10 C 0.53 2.83 2.39
11 Cl -0.89 3.42 1.62
12 C 0.87 3.28 3.66
13 Cl -0.13 4.41 4.47
14 Cl 0.86 -1.80 0.87
15 C -0.16 -2.96 0.08
16 C -0.92 -3.82 0.86
17 C -1.71 -4.77 0.23
18 C -1.72 -4.86 -1.15
19 C -0.96 -3.98 -1.91
20 Cl -1.04 -4.11 -3.64
21 C -0.17 -2.99 -1.32
22 S 0.80 -1.89 -2.29
23 H -0.88 -3.74 1.94
24 H -2.31 -5.45 0.82
25 H -2.32 -5.61 -1.65
26 I -1.16 2.91 -2.07
27 C 0.30 1.44 -2.54
28 H 1.19 1.99 -2.83
29 H -0.09 0.93 -3.42
30 N -2.14 -0.68 -2.63
31 C -2.35 -0.48 -1.31
32 C -3.66 -0.63 -0.80
33 C -3.93 -0.35 0.50
34 C -2.89 0.09 1.33
35 C -1.65 0.20 0.79
36 N -1.33 -0.10 -0.50
37 H -2.89 -1.08 -3.16
38 H -1.21 -0.83 -2.97
39 H -4.43 -0.96 -1.49
40 H -4.93 -0.47 0.89
41 H -3.06 0.36 2.37
42 H -0.83 0.56 1.40
43 Cl 3.24 3.57 -2.98
44 C 3.38 2.63 -1.48
45 Cl 4.68 3.27 -0.46
46 C 3.65 1.15 -1.85
47 O 4.68 0.84 -2.36
48 O 2.66 0.30 -1.59
49 H 2.45 2.75 -0.94

***

No. 3
DFT (wB97M-V/def2-TZVPD) results for C20H12F5N5O2OsS as an isolated structure at a distorted geometry.

Output
Total charge   +2
Largest force on an atom   0.031 hartree/bohr
LUMO (alpha / beta)   -7.62 / -9.69 eV
HOMO level (alpha / beta)   -14.63 / -15.24 eV
⟨S²⟩   6.082
Gap between HOMO and LUMO (alpha / beta)   7.010 / 5.553 eV
2S+1   5
E   -2181.1541 Eh

CARTESIAN COORDINATES (ANGSTROEM)
1 Os -0.35 0.98 0.13
2 C -3.32 -0.37 3.05
3 C -2.61 0.42 2.14
4 N -1.56 -0.05 1.48
5 C -1.17 -1.36 1.66
6 C -1.80 -2.18 2.60
7 C -2.91 -1.65 3.30
8 C -1.30 -3.48 2.82
9 C -0.21 -3.93 2.14
10 C 0.40 -3.14 1.15
11 C -0.10 -1.88 0.86
12 N 0.36 -0.99 -0.11
13 C 1.16 -1.20 -1.17
14 C 1.54 -2.44 -1.71
15 C 2.41 -2.50 -2.80
16 C 2.88 -1.34 -3.39
17 C 2.45 -0.07 -2.93
18 C 2.82 1.14 -3.57
19 C 2.31 2.32 -3.12
20 C 1.43 2.31 -2.03
21 N 1.09 1.20 -1.39
22 C 1.58 0.00 -1.84
23 H -4.18 0.06 3.56
24 H -2.89 1.44 1.95
25 H -3.42 -2.26 4.03
26 H -1.78 -4.11 3.56
27 H 0.20 -4.91 2.34
28 H 1.28 -3.50 0.65
29 H 1.13 -3.36 -1.32
30 H 2.70 -3.46 -3.20
31 H 3.55 -1.40 -4.23
32 H 3.50 1.11 -4.41
33 H 2.55 3.26 -3.59
34 H 0.98 3.23 -1.69
35 O -1.40 2.28 -3.32
36 S -2.33 1.64 -2.44
37 N -1.79 1.17 -1.10
38 O 1.49 0.50 2.38
39 N 1.07 1.16 1.55
40 F 0.90 3.59 0.57
41 C -0.37 3.13 0.41
42 F -0.88 3.79 -0.66
43 C -1.17 3.62 1.65
44 F -0.87 2.89 2.73
45 F -2.48 3.48 1.40
46 F -0.91 4.89 1.90

***

No. 4
DFT (wB97M-V/def2-TZVPD) results for a 2-piece molecular cluster, C20H13F4O7S2 overall at a distorted geometry.

Output
Total charge   -1
Largest force on an atom   0.111 hartree/bohr
LUMO   0.69 eV
HOMO level   -3.55 eV
Energy above the lowest of the compared OMol25 structures with the same formula, charge and spin   0.218 eV
Gap between HOMO and LUMO   4.238 eV
E   -2492.2915 Eh

CARTESIAN COORDINATES (ANGSTROEM)
1 F -0.75 2.60 2.88
2 C 0.40 1.92 2.90
3 C 0.45 0.59 3.15
4 F -0.63 -0.08 3.61
5 C 1.67 -0.09 3.58
6 O 1.66 -1.27 3.98
7 C 2.86 0.74 3.63
8 F 3.98 0.18 4.13
9 C 2.84 2.04 3.27
10 F 3.91 2.82 3.49
11 C 1.62 2.72 2.84
12 O 1.63 3.92 2.53
13 C 1.71 -1.61 0.89
14 O 0.40 -1.00 1.33
15 C -0.24 -0.18 0.55
16 S -0.15 -0.62 -1.27
17 C 1.34 -0.08 -2.13
18 C 1.33 1.19 -2.71
19 C 2.43 1.61 -3.45
20 C 3.52 0.75 -3.65
21 C 3.50 -0.53 -3.09
22 C 2.40 -0.96 -2.35
23 O -0.22 -2.07 -1.32
24 O -1.17 0.15 -1.98
25 S -1.96 0.57 0.74
26 C -3.19 -0.37 -0.20
27 C -3.86 0.25 -1.25
28 C -4.90 -0.43 -1.89
29 C -5.23 -1.73 -1.51
30 C -4.55 -2.34 -0.44
31 C -3.54 -1.65 0.23
32 O -2.50 0.41 2.07
33 O -1.78 1.87 0.15
34 H 2.12 -2.02 1.81
35 H 1.48 -2.39 0.17
36 H 2.36 -0.83 0.47
37 H 0.45 1.83 -2.59
38 H 2.43 2.62 -3.87
39 H 4.38 1.08 -4.24
40 H 4.35 -1.20 -3.21
41 H 2.34 -1.98 -1.96
42 H -3.59 1.25 -1.56
43 H -5.44 0.08 -2.69
44 H -6.02 -2.28 -2.03
45 H -4.82 -3.34 -0.10
46 H -3.01 -2.10 1.07

***

No. 5
DFT (wB97M-V/def2-TZVPD) results for a 2-piece molecular cluster, C20H13N2O3 overall at a distorted geometry.

Output
Total charge   -1
Largest force on an atom   0.040 hartree/bohr
LUMO   1.44 eV
HOMO level   -3.85 eV
Energy above the lowest of the compared OMol25 structures with the same formula, charge and spin   1.186 eV
Gap between HOMO and LUMO   5.285 eV
E   -1105.2119 Eh

CARTESIAN COORDINATES (ANGSTROEM)
1 O -1.60 -1.60 5.22
2 C -1.66 -1.62 4.00
3 C -1.25 -2.70 3.11
4 N -1.38 -2.72 1.75
5 C -0.87 -3.92 1.36
6 C -0.41 -4.62 2.52
7 N -0.67 -3.84 3.61
8 H -2.07 -0.76 3.43
9 H -0.81 -4.26 0.33
10 H 0.07 -5.59 2.55
11 C 1.79 5.05 0.79
12 C 1.20 4.29 -0.23
13 C 1.05 2.92 -0.03
14 C 1.47 2.30 1.16
15 C 2.05 3.05 2.18
16 C 2.21 4.43 1.99
17 C 1.23 0.83 1.09
18 O 1.48 -0.01 1.95
19 C 0.63 0.60 -0.26
20 C 0.22 -0.62 -0.68
21 C -0.34 -0.87 -2.00
22 C 0.28 -0.39 -3.18
23 C -0.30 -0.61 -4.42
24 C -1.52 -1.29 -4.52
25 C -2.15 -1.78 -3.37
26 C -1.56 -1.59 -2.11
27 C 0.48 1.91 -0.98
28 O -0.01 2.15 -2.08
29 H 1.93 6.12 0.66
30 H 0.87 4.74 -1.17
31 H 2.37 2.55 3.09
32 H 2.67 5.03 2.78
33 H 0.28 -1.44 0.03
34 H 1.23 0.15 -3.10
35 H 0.20 -0.22 -5.32
36 H -1.99 -1.43 -5.50
37 H -3.10 -2.31 -3.44
38 H -2.03 -1.94 -1.19

***

No. 6
DFT (wB97M-V/def2-TZVPD) results for C20H14AsBr2F9N2NiO as an isolated structure at a distorted geometry.

Output
Total charge   +1
Largest force on an atom   0.031 hartree/bohr
LUMO (alpha / beta)   -6.22 / -5.09 eV
HOMO level (alpha / beta)   -11.90 / -11.93 eV
Energy above the lowest of the compared OMol25 structures with the same formula, charge and spin   0.000 eV
⟨S²⟩   0.804
Gap between HOMO and LUMO (alpha / beta)   5.674 / 6.840 eV
2S+1   2
E   -10746.0265 Eh

CARTESIAN COORDINATES (ANGSTROEM)
1 Ni 0.93 0.91 1.04
2 O -2.83 0.18 5.63
3 C -2.10 0.20 4.52
4 C -1.81 -0.93 3.77
5 C -1.04 -0.80 2.64
6 N -0.58 0.39 2.23
7 C -0.88 1.46 2.97
8 Br -0.14 3.04 2.26
9 C -1.62 1.44 4.11
10 H -3.10 -0.72 5.87
11 H -2.16 -1.91 4.07
12 H -0.78 -1.66 2.04
13 H -1.83 2.34 4.68
14 C 2.45 -4.20 -0.47
15 C 2.70 -2.72 -0.39
16 C 3.95 -2.16 -0.65
17 C 4.15 -0.79 -0.60
18 C 3.06 -0.02 -0.26
19 Br 3.09 1.86 -0.18
20 N 1.87 -0.53 0.04
21 C 1.68 -1.85 -0.04
22 H 2.98 -4.63 -1.32
23 H 1.39 -4.43 -0.56
24 H 2.82 -4.69 0.43
25 H 4.78 -2.81 -0.89
26 H 5.10 -0.33 -0.81
27 H 0.69 -2.21 0.21
28 F -4.93 3.02 -5.95
29 C -3.93 2.15 -6.13
30 F -3.18 2.60 -7.15
31 F -4.46 0.98 -6.51
32 C -3.09 1.98 -4.88
33 C -2.00 1.12 -4.94
34 C -1.24 0.91 -3.81
35 C -1.57 1.55 -2.61
36 C -2.65 2.42 -2.58
37 C -3.42 2.64 -3.71
38 C -0.80 1.29 -1.42
39 C -0.14 1.12 -0.44
40 H -1.75 0.63 -5.87
41 H -0.39 0.25 -3.83
42 H -2.89 2.93 -1.65
43 H -4.26 3.31 -3.69
44 F 2.09 0.92 2.56
45 As 2.61 -0.54 3.62
46 F 3.50 0.59 4.51
47 F 3.88 -0.73 2.50
48 F 1.20 -0.20 4.54
49 F 1.61 -1.49 2.56
50 F 3.05 -1.88 4.55